Record 1
The following is a quantum chemistry calculation of C9H10O7 in the gas phase at a distorted geometry, from the Open Molecules 2025 dataset.

Summary:
energy relative to the best compared isomer or geometry (same formula, charge and spin): 2.64 kcal per mole
energy: -23823.46751 eV
structure (SMILES): CC(=O)[C@H]1OC2=C(O1)[C@H]([C@@H](O)CO)OC2=O
LUMO energy: -0.27 eV
highest occupied orbital energy: -8.8911 eV

XYZ file:
```
26
Properties=species:S:1:pos:R:3:forces:R:3
C -2.45814 -1.57901 1.21029 -1.617 -0.585 -1.347
C -1.41229 -2.59637 0.79097 0.374 2.440 4.250
O -1.04516 -3.24238 1.76311 0.697 -1.095 -2.392
C -0.51408 -2.29321 -0.41942 0.751 -1.441 -1.758
O -1.02194 -1.31234 -1.36558 -2.800 -2.720 0.523
C -0.07345 -0.42158 -1.54861 0.973 1.021 -0.187
C 0.92099 -0.62935 -0.71004 -1.315 0.804 -1.615
O 0.73238 -1.71933 0.04176 0.222 -0.537 1.217
C 1.82299 0.48862 -0.81095 1.670 2.334 0.517
C 1.85185 1.39217 0.54036 -0.506 0.481 -1.888
O 2.53657 2.67233 0.34364 -1.074 -0.716 -1.426
C 0.43058 1.66814 1.08300 -1.815 -2.110 -1.079
O -0.42703 2.47712 0.25287 0.766 0.097 -0.584
O 1.28877 1.30098 -2.05425 0.230 -1.478 2.029
C 0.08157 0.74744 -2.43687 -1.192 -0.146 -1.996
O -0.60869 1.09435 -3.40652 2.155 -0.561 2.990
H -3.03927 -1.29731 0.33464 -0.010 0.888 0.163
H -3.16135 -2.01230 1.91677 0.030 -0.639 -0.123
H -2.06880 -0.77695 1.82926 0.622 0.396 -0.661
H -0.27467 -3.29806 -0.94240 -0.265 1.567 0.497
H 2.85047 0.13555 -1.00570 -0.249 0.764 -0.408
H 2.40704 0.71096 1.27993 -0.632 1.425 -0.821
H 2.12879 3.16569 -0.46053 0.698 -1.560 1.992
H -0.12299 0.69303 1.27409 0.898 0.755 -0.183
H 0.55020 2.11499 2.00875 0.313 1.090 1.951
H -1.37433 2.51680 0.49143 1.076 -0.473 0.339
```
Forces are in eV/Å.

Atom charges from the Mulliken analysis, given in e for atoms 1 to 2: -1.074, 0.412

---

Record 2
The following is a quantum chemistry calculation of 2 unconnected molecules or ions with the total composition C4H11NO at a distorted geometry, from the Open Molecules 2025 dataset.

Summary:
energy relative to the best compared isomer or geometry (same formula, charge and spin): 25.55 kcal per mole
energy: -7863.44581 eV
structure (SMILES): C/C=C(/C)N.O
LUMO energy: 0.80 eV
highest occupied orbital energy: -8.1371 eV

XYZ file:
```
17
Properties=species:S:1:pos:R:3:forces:R:3
C -2.46004 0.89347 -0.51948 0.169 -0.653 0.081
C -0.97333 0.80890 -0.26318 -0.819 -0.006 -0.378
C -0.03122 1.05542 -1.17366 0.953 0.736 1.495
C 1.42816 1.03301 -0.75326 0.219 -0.842 -1.725
N -0.22896 1.45577 -2.50308 0.003 0.372 -0.018
H -3.00352 0.28365 0.20716 0.061 -0.019 -0.089
H -2.86185 1.89342 -0.41077 -0.013 0.402 -0.117
H -2.71830 0.50078 -1.50525 -0.096 0.125 -0.032
H -0.69748 0.52316 0.74169 0.311 0.004 -0.042
H 1.63069 1.03721 0.30763 -0.234 0.220 0.167
H 1.98540 1.80848 -1.29765 -0.132 0.188 0.514
H 1.87343 0.11598 -1.17560 -0.051 0.071 0.265
H -1.17885 1.74981 -2.65422 -0.346 -0.108 -0.159
H 0.35862 2.25807 -2.73793 -0.025 -0.492 0.040
O 1.87667 -4.34592 4.32412 -0.224 0.294 0.245
H 1.26191 -4.21593 3.59399 0.059 -0.034 0.023
H 1.54879 -3.75575 5.02061 0.165 -0.259 -0.270
```
Forces are in eV/Å.

Atom charges from the Mulliken analysis, given in e for atoms 1 to 2: -1.260, -0.135

---

Record 3
The following is a quantum chemistry calculation of 2 unconnected molecules or ions with the total composition C4H11NO at a distorted geometry, from the Open Molecules 2025 dataset.

Summary:
energy relative to the best compared isomer or geometry (same formula, charge and spin): 35.87 kcal per mole
energy: -7862.99820 eV
structure (SMILES): C1CCNC1.O
LUMO energy: 0.75 eV
highest occupied orbital energy: -8.1533 eV

XYZ file:
```
17
Properties=species:S:1:pos:R:3:forces:R:3
C -1.20357 -1.57808 -0.17356 -1.806 0.458 2.613
C -0.07942 -1.28982 -1.12942 -0.709 -0.472 -1.184
C 0.52319 0.01434 -0.62665 1.648 1.648 -0.721
N 0.08310 0.22312 0.71022 0.378 -0.208 0.859
C -1.21961 -0.35376 0.79990 -0.178 0.141 1.676
H -1.15489 -2.50344 0.43209 0.214 0.386 -0.517
H -2.22382 -1.50633 -0.59710 0.663 -0.665 -0.337
H -0.69395 -1.18043 -2.04366 1.285 0.350 -0.239
H 0.62988 -2.12277 -1.29833 -0.335 0.552 0.345
H 0.18431 0.88005 -1.22759 0.145 -0.339 -0.532
H 1.62793 0.05610 -0.56949 -0.349 -0.290 -0.691
H 0.17329 1.17600 1.08530 0.016 -0.786 -0.447
H -1.29114 -0.60132 1.87648 -0.803 -0.335 -0.518
H -1.99486 0.40426 0.57663 -0.169 -0.494 -0.250
O 2.37884 2.48017 0.91543 -0.592 0.983 -0.537
H 1.86984 2.47886 0.07330 0.599 0.053 0.817
H 2.39088 3.42309 1.19651 -0.008 -0.983 -0.337
```
Forces are in eV/Å.

Atom charges from the Mulliken analysis, given in e for atoms 1 to 2: -0.421, -0.420

---

Record 4
The following is a quantum chemistry calculation of C20H23NO4S in the gas phase at a distorted geometry, from the Open Molecules 2025 dataset.

Summary:
energy relative to the best compared isomer or geometry (same formula, charge and spin): 409.55 kcal per mole
energy: -41611.64748 eV
structure (SMILES): COCc1ccc(C(=O)N2CCC[C@H](C(=O)c3ccc(SC)cc3)C2)o1
LUMO energy: 0.59 eV
highest occupied orbital energy: -7.9729 eV

XYZ file:
```
49
Properties=species:S:1:pos:R:3:forces:R:3
C 1.86968 -4.64104 6.13741 -0.799 -7.701 -3.481
O 1.14538 -4.98617 4.81652 9.286 -4.623 3.608
C 0.04615 -4.44043 4.54973 -3.400 -0.057 -3.279
C 0.25031 -3.12634 4.21009 -2.811 7.049 12.435
C 0.19466 -1.92903 5.24584 -0.539 -1.833 0.039
C 0.59793 -0.73941 4.53267 -2.543 -9.990 -3.630
C 0.57871 -1.30157 3.16001 2.196 5.148 4.094
C 1.01848 -0.43525 2.07756 1.533 7.355 9.168
O 1.39334 0.82134 2.26327 -1.229 -2.794 1.433
N 1.04305 -0.79967 0.96007 0.785 -6.645 -14.048
C 0.48123 -2.16431 0.38381 3.560 11.363 -6.903
C -0.70695 -1.65233 -0.48190 4.535 -4.778 -3.151
C -0.34158 -0.87393 -1.71649 2.984 2.709 5.819
C 0.51550 0.51830 -1.00946 2.130 -4.173 -7.073
C 1.02071 1.34750 -2.35087 -10.373 -0.453 5.867
O 2.10170 1.28332 -2.64700 6.859 0.245 -3.337
C -0.26846 2.28341 -2.96335 9.077 -2.904 1.694
C 0.33529 3.05400 -3.91697 -2.595 0.528 -3.133
C -0.58268 3.72843 -4.69236 1.290 1.923 1.864
C -1.83147 4.02185 -4.06254 1.135 0.721 -5.198
S -2.90887 4.93866 -5.13074 -5.538 -1.631 4.577
C -2.29484 5.85734 -6.33596 14.165 -7.580 3.109
C -2.36647 3.29080 -3.07923 3.771 -0.521 1.764
C -1.38317 2.47320 -2.34700 -9.616 -1.485 1.117
C 1.66595 0.01415 -0.25229 -2.174 2.815 3.928
O 0.61497 -2.60936 3.21440 1.673 1.192 -10.259
H 1.11814 -4.85863 6.84356 -0.335 -0.942 1.480
H 2.84401 -5.27621 6.09389 -2.072 1.272 0.422
H 1.96496 -3.69862 6.14861 1.564 7.157 -0.001
H -0.65607 -4.53547 5.28585 -2.533 -0.217 1.952
H -0.23148 -4.88175 3.61376 -1.249 -0.995 -0.647
H -0.25071 -2.02610 6.34071 1.315 0.216 -2.497
H 0.54363 0.20199 4.75437 0.041 5.218 1.309
H 0.41957 -2.86163 0.95774 -2.051 -7.490 7.409
H 1.43571 -2.44100 -0.09731 -0.787 -0.219 -1.130
H -1.10991 -2.59926 -0.73588 -1.566 -0.741 -0.535
H -1.26045 -1.11110 0.09440 -3.799 2.946 3.571
H -1.04719 -0.29487 -2.10161 -3.554 1.318 -2.349
H 0.37837 -1.25643 -2.30580 1.885 -1.713 -2.426
H -0.19248 0.96674 -0.52061 -3.665 2.914 2.997
H 1.30072 2.90986 -4.32634 1.005 -0.432 0.259
H -0.21658 4.26002 -5.57529 -0.520 -0.109 0.159
H -2.74500 6.48500 -6.76430 -7.575 8.771 -5.616
H -1.25305 6.44301 -5.97926 -2.474 -1.323 -0.871
H -1.90682 5.06984 -7.06023 -0.189 1.540 -0.047
H -3.37302 3.37728 -2.89993 -2.147 0.070 1.055
H -2.10146 1.70806 -1.66180 3.059 1.896 -1.291
H 1.91727 1.04565 0.29676 1.206 -2.768 -0.995
H 2.23329 -0.55984 -0.96647 1.079 -0.248 0.765
```
Forces are in eV/Å.

Atom charges from the Mulliken analysis, given in e for atoms 1 to 2: -0.855, -0.354